{
  "formula": "C3H6IN",
  "method": "ωB97M-V/def2-TZVPD",
  "species": ["C", "C", "C", "N", "I", "H", "H", "H", "H", "H", "H"],
  "positions_angstrom": [[1.2301, -1.0847, 0.4758], [-1.1078, 1.2182, -0.2711], [-1.4663, -0.1466, -0.3699], [1.8300, -1.9667, -0.0886], [-1.8796, -0.8956, -2.2798], [1.0984, -0.4596, 1.3274], [-1.1773, 1.5705, -1.3633], [-0.1011, 1.3757, 0.0559], [-1.7893, 1.5758, 0.4383], [-1.5376, -0.8411, 0.4872], [2.7941, -2.2318, 0.0873]],
  "e_lumo_ev": [0.69, 0.55],
  "de_lowest_kcal_mol": 99.4
}

{
  "formula": "C15H15BF2",
  "method": "ωB97M-V/def2-TZVPD",
  "species": ["F", "C", "C", "C", "C", "C", "C", "C", "C", "C", "C", "C", "F", "C", "C", "C", "C", "H", "H", "H", "H", "H", "H", "H", "H", "H", "H", "H", "H", "B", "H", "H", "H"],
  "positions_angstrom": [[-3.7070, 0.2498, 1.0453], [-3.6789, 0.2228, 2.4229], [-4.8537, -0.0969, 3.1000], [-4.8171, -0.0809, 4.5055], [-3.6416, 0.2184, 5.1940], [-2.4215, 0.4986, 4.4986], [-1.1945, 0.7433, 5.1935], [0.0317, 1.0062, 4.5781], [1.1879, 1.3524, 5.2798], [2.4843, 1.6153, 4.7193], [2.7216, 1.6706, 3.3108], [4.0096, 1.9142, 2.8410], [4.2229, 1.9414, 1.4790], [5.1079, 2.1206, 3.6762], [4.8747, 2.0738, 5.0644], [3.6049, 1.8391, 5.5763], [-2.4933, 0.5512, 3.0693], [-5.7614, -0.3403, 2.5528], [-5.7399, -0.2824, 5.0556], [-3.6418, 0.2446, 6.2920], [-1.2540, 0.8012, 6.2805], [0.0982, 0.9341, 3.4945], [1.1229, 1.4308, 6.3655], [1.9090, 1.5038, 2.6107], [6.0982, 2.3014, 3.2621], [5.7256, 2.2182, 5.7352], [3.4599, 1.8040, 6.6615], [-1.6300, 0.8679, 2.4862], [-1.3115, -0.7307, 7.2110], [-1.3120, -1.5658, 8.1597], [-2.3566, -2.2192, 8.1454], [-0.3596, -2.3383, 8.0151], [-1.2072, -1.0130, 9.2556]],
  "e_lumo_ev": -3.36,
  "de_lowest_kcal_mol": 14.5
}

{
  "formula": "C5H8N2O",
  "method": "ωB97M-V/def2-TZVPD",
  "species": ["C", "C", "C", "N", "C", "N", "C", "O", "H", "H", "H", "H", "H", "H", "H", "H"],
  "positions_angstrom": [[-1.4246, 1.2666, 0.7886], [-1.3190, 0.9004, -0.6738], [-0.0314, 1.1731, -1.3495], [-0.3490, -0.1577, -0.9304], [0.4121, -1.0159, -0.1040], [1.6861, -1.2226, -0.0948], [2.2126, -2.2093, 0.7955], [1.5865, -3.1031, 1.3195], [-2.1506, 2.1031, 0.7846], [-0.4488, 1.7033, 1.0799], [-1.6164, 0.3317, 1.3668], [-2.2059, 0.7723, -1.1235], [-0.0392, 1.3509, -2.3938], [0.7308, 1.7640, -0.7986], [-0.3565, -1.5055, 0.5386], [3.3132, -2.1512, 0.7949]],
  "smiles": "C[C@H]1CN1/C=N/C=O",
  "e_lumo_ev": 0.50,
  "de_lowest_kcal_mol": 61.1
}

{
  "formula": "C11H40Ag2O11Y",
  "method": "ωB97M-V/def2-TZVPD",
  "species": ["Ag", "Ag", "Y", "O", "C", "C", "O", "H", "H", "H", "H", "C", "O", "H", "H", "H", "H", "C", "O", "H", "H", "H", "H", "C", "O", "H", "H", "H", "H", "C", "O", "H", "H", "H", "H", "C", "O", "H", "H", "H", "H", "C", "O", "H", "H", "H", "H", "C", "O", "H", "H", "H", "H", "C", "O", "H", "H", "H", "H", "C", "O", "H", "H", "H", "H"],
  "positions_angstrom": [[2.3839, 2.7689, 2.9024], [-1.5973, -3.8084, 2.8808], [0.0779, -0.0228, 4.0128], [-0.8978, -1.5311, 2.4143], [-0.6615, -0.9452, 1.1275], [0.5657, 0.0437, 0.9401], [0.8069, 1.0137, 1.9505], [-1.5983, -0.4620, 0.8387], [-0.5942, -1.7677, 0.4107], [0.4695, 0.6010, 0.0057], [1.5005, -0.5223, 0.9137], [2.7586, 3.4986, -0.2872], [3.3800, 3.6016, 0.9904], [3.4129, 3.8343, -1.0919], [2.4443, 2.4684, -0.4616], [1.8911, 4.1609, -0.3208], [3.9844, 4.3215, 0.7715], [-1.3507, 3.3934, -0.2926], [-1.3420, 3.1742, 1.0757], [-0.5709, 2.7918, -0.7688], [-2.3005, 3.2207, -0.8020], [-1.0742, 4.4390, -0.4403], [-0.7032, 2.4839, 1.2642], [1.1866, -2.2900, -2.7281], [2.4227, -2.6150, -3.3096], [0.7004, -1.4148, -3.1591], [0.5985, -3.2141, -2.8495], [1.2514, -2.1494, -1.6476], [2.4830, -2.3336, -4.2454], [-2.6559, -3.9607, -0.3771], [-1.8429, -4.5586, 0.5941], [-2.2285, -3.9076, -1.3805], [-3.6041, -4.4923, -0.4790], [-3.0006, -2.9554, -0.1287], [-1.6795, -5.4741, 0.3427], [1.4270, -4.2815, 1.3430], [0.6639, -4.2780, 2.5435], [0.9322, -4.8549, 0.5603], [1.6248, -3.2667, 0.9910], [2.3647, -4.8258, 1.4641], [1.1718, -3.7425, 3.1581], [-4.4372, 1.0172, 2.0199], [-4.5634, 2.1799, 2.7665], [-5.4559, 0.6455, 1.8624], [-3.9926, 1.1457, 1.0344], [-3.9123, 0.2342, 2.5791], [-5.0474, 1.9507, 3.5698], [-2.7241, 0.4362, -1.9221], [-2.2588, 0.2768, -3.2255], [-3.2353, 1.3811, -1.7079], [-3.3575, -0.4000, -1.6326], [-1.7963, 0.4870, -1.3347], [-1.7916, 1.0978, -3.4782], [4.3859, 0.5541, 1.7629], [4.2287, 1.4638, 2.8642], [4.4359, 1.0900, 0.8156], [5.3080, -0.0213, 1.8353], [3.5315, -0.1243, 1.7479], [4.9290, 1.3267, 3.5110], [0.7673, 1.9134, -3.5544], [-0.5369, 2.5167, -3.6818], [0.6529, 1.0547, -2.8890], [1.0961, 1.6648, -4.5625], [1.4385, 2.5826, -3.0157], [-0.4650, 3.3858, -4.0905]],
  "charge": 5,
  "multiplicity": 3,
  "e_lumo_ev": [-16.74, -19.09]
}

no.,energy (hartree)
1,-470.1644
2,-804.9787
3,-379.9909
4,-1600.4511